DFT (the ωB97M-V functional and the def2-TZVPD basis) results for 2 unconnected molecules or ions with the total composition H2INO2S in a non-equilibrium geometry.

XYZ file:
```
7
Properties=species:S:1:pos:R:3
N 0.444 -0.157 0.179
O 1.375 1.144 1.928
O 0.805 2.893 -1.161
S 1.478 1.014 0.543
I 3.585 -0.215 -0.190
H 0.628 -0.630 -0.669
H -0.249 -0.333 0.913
```

Properties
HOMO-LUMO gap (alpha / beta)   6.72 / 7.30 eV
Energy relative to the best compared isomer or geometry (same formula, charge and spin)   120.2 kcal per mole
Lowest unoccupied orbital energy (alpha / beta)   -0.1061 / -0.0807 Ha
2S+1   1
Highest occupied orbital energy (alpha / beta)   -9.61 / -9.50 eV
Max |F|   3.8 eV/Å



DFT (the ωB97M-V functional and the def2-TZVPD basis) results for 4 unconnected molecules or ions with the total composition CH10NO3 in a non-equilibrium geometry.

XYZ file:
```
15
Properties=species:S:1:pos:R:3
C -1.157 -1.973 0.319
N 0.054 -2.252 0.018
H -1.537 -2.006 1.334
H -1.860 -1.912 -0.513
H 0.565 -1.772 -0.808
H 0.598 -2.577 0.817
H 0.061 1.812 0.824
H 1.042 1.183 1.825
O 0.362 0.960 1.187
H -0.274 3.357 -1.036
H -1.609 2.783 -0.498
O -0.674 2.917 -0.289
H 0.926 0.127 -0.533
H 2.205 -0.213 -1.406
O 1.297 -0.435 -1.243
```

Properties
HOMO-LUMO gap   10.32 eV
Energy relative to the best compared isomer or geometry (same formula, charge and spin)   9.0 kcal per mole
Lowest unoccupied orbital energy   -0.1827 Ha
2S+1   1
Highest occupied orbital energy   -15.30 eV
Max |F|   1.6 eV/Å
Total charge   +1



DFT (the ωB97M-V functional and the def2-TZVPD basis) results for a molecular structure, C24H24AsF6N2PPd.

XYZ file:
```
59
Properties=species:S:1:pos:R:3
Pd -0.958 -0.477 -0.760
N -1.917 -1.503 -2.573
C -3.194 -0.801 -2.858
C -3.837 -0.299 -1.577
N -2.883 0.580 -0.879
H -1.267 -1.324 -3.334
H -2.049 -2.507 -2.525
H -3.893 -1.448 -3.390
H -2.967 0.044 -3.507
H -4.090 -1.129 -0.913
H -4.763 0.228 -1.817
H -3.238 0.890 0.018
H -2.689 1.406 -1.451
C 2.678 4.342 2.354
C 3.438 3.225 2.027
C 2.820 2.086 1.537
C 1.433 2.067 1.375
C 0.677 3.192 1.693
C 1.301 4.327 2.187
P 0.579 0.595 0.782
C 1.719 -0.280 -0.327
C 2.303 0.480 -1.349
C 2.976 -0.147 -2.380
C 3.069 -1.535 -2.413
C 2.493 -2.296 -1.409
C 1.811 -1.676 -0.367
C 0.378 -0.497 2.228
C 1.058 -0.310 3.432
C 0.843 -1.162 4.507
C -0.046 -2.218 4.391
C -0.746 -2.427 3.191
C -1.649 -3.499 3.048
C -2.336 -3.701 1.846
C -2.135 -2.843 0.787
C -1.252 -1.735 0.857
C -0.545 -1.549 2.093
H 3.165 5.232 2.730
H 4.513 3.245 2.147
H 3.413 1.220 1.270
H -0.395 3.189 1.540
H 0.715 5.203 2.427
H 2.199 1.558 -1.355
H 3.402 0.448 -3.176
H 3.591 -2.019 -3.228
H 2.577 -3.375 -1.422
H 1.399 -2.281 0.430
H 1.758 0.511 3.528
H 1.374 -1.004 5.436
H -0.209 -2.889 5.225
H -1.807 -4.174 3.880
H -3.021 -4.534 1.760
H -2.677 -3.018 -0.135
F -0.247 0.718 -2.604
As -0.428 2.138 -3.706
F 0.281 3.080 -2.445
F 1.120 1.759 -4.341
F -0.656 3.476 -4.723
F -1.186 1.040 -4.813
F -2.002 2.375 -2.949
```

Properties
HOMO-LUMO gap (alpha / beta)   6.55 / 5.14 eV
Energy relative to the best compared isomer or geometry (same formula, charge and spin)   0.0 kcal per mole
Lowest unoccupied orbital energy (alpha / beta)   -0.1471 / -0.2502 Ha
2S+1   4
⟨S²⟩   3.79
Highest occupied orbital energy (alpha / beta)   -10.55 / -11.94 eV
Max |F|   0.3 eV/Å
Total charge   +1



DFT (the ωB97M-V functional and the def2-TZVPD basis) results for a single C5H8N2 molecule in a non-equilibrium geometry.

XYZ file:
```
15
Properties=species:S:1:pos:R:3
C -0.628 0.798 -1.821
C 0.687 -0.343 0.836
N 1.517 -0.196 1.889
C 0.821 -0.855 -0.436
C -0.465 -0.480 -1.027
N -1.743 0.272 1.351
C -0.704 -0.028 0.709
H 2.500 -0.012 1.729
H 1.158 0.166 2.763
H -1.635 0.123 2.359
H 1.585 -1.522 -0.827
H -1.066 -1.300 -1.432
H -0.046 1.617 -1.390
H -0.306 0.648 -2.859
H -1.675 1.112 -1.844
```

Properties
HOMO-LUMO gap   9.10 eV
Energy relative to the best compared isomer or geometry (same formula, charge and spin)   57.1 kcal per mole
Lowest unoccupied orbital energy   0.0307 Ha
2S+1   1
Highest occupied orbital energy   -8.26 eV
Max |F|   3.3 eV/Å



What is the formula in the first record? H2INO2S



The lowest max |F| belongs to which entry? C24H24AsF6N2PPd